one.
C2H10N3 | ωB97M-V with the def2-TZVPD basis set

Computed properties:
M: 76.1 g/mol
Net charge: +1

Last column: Mulliken charge in e.
CARTESIAN COORDINATES (ANGSTROEM)
C 1.377 -0.792 -2.180  -0.88
C 0.131 -0.227 -0.720  0.48
N -1.128 -0.304 -0.979  -0.34
N 0.451 0.196 0.431  -0.42
N -0.788 1.042 2.535  -0.79
H 0.778 -0.877 -3.068  0.35
H 1.708 -1.859 -1.993  0.32
H 2.118 -0.090 -2.223  0.35
H -1.885 0.137 -0.496  0.19
H -1.430 -0.867 -1.738  0.21
H 1.420 0.032 0.732  0.21
H -0.347 0.667 1.227  0.46
H -0.005 1.607 2.808  0.27
H -1.652 1.279 2.966  0.24
H -0.747 0.057 2.698  0.34



two.
C2H10N3 | ωB97M-V with the def2-TZVPD basis set

Computed properties:
M: 76.1 g/mol
Net charge: +1

Last column: Mulliken charge in e.
CARTESIAN COORDINATES (ANGSTROEM)
C -1.669 -0.723 -1.927  -0.93
N -0.523 0.208 -1.789  -0.61
H -2.662 -0.256 -1.978  0.32
H -1.726 -1.100 -2.877  0.40
H -1.724 -1.623 -1.316  0.27
H -1.068 1.069 -1.803  0.28
H 0.090 0.225 -2.553  0.24
H 0.247 -0.212 -0.302  0.39
N 1.176 0.962 2.108  -0.35
C 1.215 -0.078 1.376  0.15
N 0.157 -0.493 0.793  -0.37
H 2.017 1.477 2.403  0.31
H 0.433 1.621 1.779  0.30
H 2.235 -0.513 1.053  0.32
H -0.790 -0.627 1.110  0.29



Verdict on stability: two comes out at the bottom.



one.
C5H8S3 | ωB97M-V with the def2-TZVPD basis set

Computed properties:
SMILES string: C1=C\SCSCCS/1
M: 164.3 g/mol

Last column: Mulliken charge in e.
CARTESIAN COORDINATES (ANGSTROEM)
C -1.388 1.454 0.019  -0.13
C -0.126 1.813 -0.346  -0.48
S 1.629 1.575 0.195  0.03
C 1.604 0.021 1.351  -0.59
S 1.800 -1.364 0.175  -0.06
C 0.293 -1.011 -0.839  -0.72
C -1.123 -1.416 -0.142  -0.56
S -1.592 -0.107 0.971  -0.17
H -2.103 1.731 -0.803  0.30
H 0.148 2.744 -1.100  0.17
H 0.681 0.016 1.874  0.32
H 2.606 0.272 1.859  0.32
H 0.359 -1.818 -1.530  0.38
H 0.253 0.013 -1.319  0.43
H -1.758 -1.598 -0.890  0.45
H -1.285 -2.326 0.524  0.30



two.
C5H8S3 | ωB97M-V with the def2-TZVPD basis set

Computed properties:
M: 164.3 g/mol

Last column: Mulliken charge in e.
CARTESIAN COORDINATES (ANGSTROEM)
C -1.424 -0.862 -0.513  -0.86
C -0.488 0.378 -0.248  0.03
C 0.352 -0.174 1.114  -0.46
C 1.518 0.517 0.408  -0.37
C 0.955 0.668 -0.912  0.16
H -0.629 -1.510 -1.054  0.25
H -2.703 -0.716 -1.120  0.24
H -1.691 -1.198 0.668  0.22
H -1.104 1.335 0.138  0.32
H 0.614 -1.149 1.396  0.49
H -1.263 0.224 2.949  0.13
H 1.054 1.590 -1.544  0.38
H 0.424 -0.623 -2.937  0.17
S 0.140 0.744 2.708  -0.19
S 2.790 1.421 0.929  -0.21
S 1.456 -0.644 -1.983  -0.30



three.
C5H8S3 | ωB97M-V with the def2-TZVPD basis set

Computed properties:
M: 164.3 g/mol

Last column: Mulliken charge in e.
CARTESIAN COORDINATES (ANGSTROEM)
C -0.292 2.448 0.551  -0.87
C -0.933 -0.213 -0.007  0.15
C 0.423 -0.513 0.683  0.49
C 0.410 -1.830 1.442  -1.52
C 1.532 -0.648 -0.379  -0.27
H -0.629 3.463 0.434  0.36
H 0.618 2.353 0.011  0.27
H -0.126 2.305 1.648  0.29
H 0.701 0.319 1.329  0.21
H 0.412 -2.711 0.796  0.38
H -0.549 -1.981 1.991  0.37
H 1.314 -1.954 2.139  0.34
H 1.497 -1.533 -1.074  0.26
S -1.597 1.325 -0.070  -0.02
S -1.845 -1.369 -0.703  -0.23
S 2.812 0.311 -0.541  -0.21



four.
C5H8S3 | ωB97M-V with the def2-TZVPD basis set

Computed properties:
SMILES string: CSC1(SC=S)CC1
M: 164.3 g/mol

Last column: Mulliken charge in e.
CARTESIAN COORDINATES (ANGSTROEM)
C 0.093 -2.011 -1.061  -0.77
S 0.027 -0.450 -1.889  -0.07
C 0.026 0.665 -0.531  0.36
S 1.555 0.742 0.430  -0.02
C 1.374 -0.312 1.767  -0.30
S 2.646 -0.770 2.743  -0.21
C -0.688 1.989 -0.642  -0.56
C -1.159 0.985 0.319  -0.69
H -0.809 -2.236 -0.436  0.26
H 0.982 -2.104 -0.478  0.27
H 0.231 -2.804 -1.882  0.32
H 0.364 -0.530 1.886  0.36
H -0.146 2.893 -0.243  0.23
H -1.301 2.207 -1.513  0.29
H -2.083 0.465 0.168  0.24
H -1.111 1.270 1.361  0.31



Verdict on stability: two comes out at the bottom.



one.
C4H10OS2 | ωB97M-V with the def2-TZVPD basis set

Computed properties:
SMILES string: C1CSCSC1.O
M: 138.3 g/mol

Last column: Mulliken charge in e.
CARTESIAN COORDINATES (ANGSTROEM)
C 0.801 0.450 -1.179  -0.56
C 0.000 0.000 0.000  -0.52
S -1.848 0.227 -0.122  -0.10
C -2.131 -0.373 -1.793  -0.52
S -1.111 0.163 -3.204  -0.08
C 0.480 -0.312 -2.511  -0.69
H 0.740 1.528 -1.423  0.30
H 1.844 0.231 -0.877  0.33
H 0.352 0.558 0.889  0.34
H 0.214 -1.073 0.169  0.24
H -1.976 -1.454 -1.615  0.26
H -3.209 -0.215 -1.990  0.33
H 0.509 -1.401 -2.316  0.36
H 1.275 -0.081 -3.246  0.32
O -1.216 -2.766 2.355  -0.64
H -0.667 -3.257 1.702  0.31
H -2.144 -3.003 2.128  0.32



two.
C4H10OS2 | ωB97M-V with the def2-TZVPD basis set

Computed properties:
SMILES string: CSSCCCO
M: 138.3 g/mol

Last column: Mulliken charge in e.
CARTESIAN COORDINATES (ANGSTROEM)
C -1.268 2.390 -1.856  -0.82
S -1.408 0.769 -1.191  -0.06
S 0.963 0.572 -0.944  -0.19
C 0.722 0.423 0.837  -0.71
C -0.071 -0.808 1.424  -0.45
C 0.183 -2.016 0.530  -0.48
O 1.550 -2.520 0.772  -0.57
H -2.081 2.933 -1.405  0.28
H -0.251 2.694 -2.005  0.34
H -1.562 2.310 -2.943  0.29
H 1.788 0.296 1.217  0.38
H 0.218 1.309 1.242  0.33
H -1.164 -0.663 1.447  0.33
H 0.294 -0.946 2.466  0.35
H -0.467 -2.869 0.721  0.32
H 0.377 -1.755 -0.473  0.34
H 2.176 -2.120 0.160  0.32



Verdict on stability: two comes out at the bottom.



one.
C6H9BrN3 | ωB97M-V with the def2-TZVPD basis set

Computed properties:
SMILES string: Cc1ccn(N)c(=[NH2+])c1Br
M: 203.1 g/mol
Net charge: +1

Last column: Mulliken charge in e.
CARTESIAN COORDINATES (ANGSTROEM)
C -1.341 2.638 0.025  -1.41
C -0.693 1.291 0.064  1.30
C 0.744 1.303 0.124  -0.54
C 1.493 0.191 0.108  -0.30
N 1.018 -1.076 0.038  0.24
N 1.944 -2.145 -0.073  -0.87
C -0.267 -1.354 0.007  0.64
N -0.847 -2.517 0.113  -0.32
C -1.344 0.100 0.111  -0.37
Br -3.196 -0.360 -0.057  -0.18
H -2.409 2.679 0.023  0.40
H -0.669 3.402 0.662  0.27
H -1.175 3.006 -0.977  0.38
H 1.271 2.253 0.242  0.34
H 2.641 0.316 0.000  0.31
H 2.552 -1.964 0.801  0.32
H 2.524 -2.125 -0.878  0.27
H -1.886 -2.300 0.106  0.17
H -0.360 -3.337 -0.439  0.35



two.
C6H9BrN3 | ωB97M-V with the def2-TZVPD basis set

Computed properties:
M: 203.1 g/mol
Net charge: +1

Last column: Mulliken charge in e.
CARTESIAN COORDINATES (ANGSTROEM)
C -0.550 1.162 -0.327  -0.39
C 0.355 0.549 -1.101  -0.48
C -1.105 0.571 0.871  1.57
C 0.796 -0.799 -0.677  0.45
C -1.241 -0.676 1.172  -0.53
C -1.927 1.516 1.764  -1.26
N -0.023 -1.771 -0.998  -0.19
N 2.085 -0.885 -0.203  -0.44
N 0.268 -3.048 -0.813  -0.55
Br -1.810 -1.987 2.195  0.15
H -1.017 2.179 -0.444  0.26
H 0.774 1.005 -2.045  0.40
H -2.914 1.124 1.894  0.41
H -1.515 1.630 2.814  0.32
H -1.923 2.525 1.194  0.33
H 2.720 -0.263 -0.541  0.24
H 2.564 -1.800 -0.211  0.22
H 1.289 -3.440 -0.966  0.23
H -0.415 -3.610 -1.262  0.26



Verdict on stability: two comes out at the bottom.



one.
C2H7OPS | ωB97M-V with the def2-TZVPD basis set

Computed properties:
SMILES string: [H]/P=C/CO.S
M: 110.1 g/mol

Last column: Mulliken charge in e.
CARTESIAN COORDINATES (ANGSTROEM)
H -0.943 -0.171 -2.147  -0.03
P -0.886 -1.232 -1.175  -0.02
C -0.640 -0.113 0.082  -0.50
C -0.170 -0.583 1.437  -0.43
O 0.282 0.561 2.119  -0.50
H -1.026 0.849 -0.040  0.59
H -0.906 -1.077 2.032  0.35
H 0.741 -1.328 1.300  0.25
H 0.655 0.189 2.869  0.29
S 1.336 1.357 -2.415  -0.17
H 1.052 1.135 -1.213  0.10
H 0.505 0.413 -2.848  0.06



two.
C2H7OPS | ωB97M-V with the def2-TZVPD basis set

Computed properties:
SMILES string: CO[P@H](C)=S
M: 110.1 g/mol

Last column: Mulliken charge in e.
CARTESIAN COORDINATES (ANGSTROEM)
C -0.580 1.670 0.127  -0.58
O 0.803 1.376 0.289  -0.36
P 1.527 0.034 -0.332  0.42
C 0.813 -1.495 0.326  -1.04
S 3.398 0.061 0.124  -0.39
H -0.550 2.433 -0.589  0.27
H -1.136 1.993 1.030  0.20
H -1.019 0.750 -0.335  0.29
H 1.119 0.206 -1.612  0.10
H 1.168 -1.807 1.225  0.37
H -0.337 -1.595 0.349  0.30
H 1.034 -2.272 -0.291  0.42



Verdict on stability: one comes out at the bottom.